No. 1
{
  "formula": "C4H6N2",
  "method": "ωB97M-V/def2-TZVPD",
  "gap_ha": 0.3843,
  "e_tot_ev": -7222.6556,
  "e_homo_ev": -9.57,
  "fmax_ev_per_a": 8.185,
  "total_charge": 0,
  "smiles": "Cc1cn[nH]c1",
  "de_lowest_kj_mol": 283.2,
  "lumo_ev": 0.8869,
  "elements": ["N", "N", "C", "C", "C", "C", "H", "H", "H", "H", "H", "H"],
  "positions_angstrom": [[-1.29, -0.88, 1.47], [-1.93, -0.16, 0.65], [-1.06, 0.34, -0.40], [0.00, -0.69, 1.17], [1.43, 0.39, -0.62], [0.22, 0.04, 0.01], [1.60, 0.07, -1.67], [-1.40, 1.01, -1.18], [1.67, 1.46, -0.72], [-2.40, -0.50, -0.34], [2.40, 0.05, -0.19], [0.75, -1.12, 1.82]]
}

---

No. 2
{
  "formula": "C37H63F5N9",
  "method": "ωB97M-V/def2-TZVPD",
  "gap_ha": 0.1249,
  "e_tot_ev": -66387.9465,
  "e_homo_ev": -1.45,
  "fmax_ev_per_a": 1.112,
  "total_charge": -1,
  "lumo_ev": 1.9546,
  "elements": ["F", "F", "F", "F", "F", "N", "N", "N", "N", "N", "N", "N", "N", "N", "C", "C", "C", "C", "C", "C", "C", "C", "C", "C", "C", "C", "C", "C", "C", "C", "C", "C", "C", "C", "C", "C", "C", "C", "C", "C", "C", "C", "C", "C", "C", "C", "C", "C", "C", "C", "C", "H", "H", "H", "H", "H", "H", "H", "H", "H", "H", "H", "H", "H", "H", "H", "H", "H", "H", "H", "H", "H", "H", "H", "H", "H", "H", "H", "H", "H", "H", "H", "H", "H", "H", "H", "H", "H", "H", "H", "H", "H", "H", "H", "H", "H", "H", "H", "H", "H", "H", "H", "H", "H", "H", "H", "H", "H", "H", "H", "H", "H", "H", "H"],
  "positions_angstrom": [[-2.56, 0.05, 1.42], [-2.40, -2.65, 2.84], [-1.45, -0.80, 3.53], [-0.26, -2.33, 2.51], [-0.55, -0.52, 0.75], [4.37, 7.50, 2.43], [0.35, -1.61, -2.26], [3.78, 2.08, 4.27], [3.56, 4.37, -2.10], [5.13, -1.03, -1.47], [-5.79, -1.55, -1.16], [-5.39, -6.06, 0.40], [-9.01, -10.13, -1.71], [6.41, 9.45, -3.48], [-8.66, -10.30, 1.74], [2.76, 2.04, 4.79], [-9.30, -10.45, -0.65], [-8.30, -3.81, -0.49], [2.99, 6.25, -4.96], [3.97, 3.97, 1.29], [1.88, 0.32, -1.36], [4.57, 6.45, 2.86], [5.49, 8.61, -1.18], [5.99, 9.07, -2.48], [5.16, -1.98, -0.83], [6.34, 9.17, -0.03], [-7.97, -6.29, 0.06], [-8.51, -5.25, -0.94], [1.32, 1.70, -1.73], [0.23, 1.94, 3.22], [1.45, 1.95, 5.45], [-3.85, -2.25, 0.26], [1.02, -0.76, -1.86], [-1.77, -1.02, 1.17], [5.17, -3.22, -0.05], [-4.59, -2.37, -1.10], [1.22, 1.91, -3.23], [4.11, 6.17, -3.91], [4.82, 5.10, 3.39], [2.77, -3.79, -0.68], [-2.34, -1.92, 0.10], [-1.47, -1.73, 2.52], [2.80, 4.95, -5.72], [-9.66, -10.86, 0.72], [5.13, 4.12, 2.27], [0.45, 1.22, 4.55], [-6.52, -6.16, 0.25], [4.22, -4.26, -0.65], [7.80, 8.73, -0.11], [3.81, 5.14, -2.90], [-7.23, -10.78, 1.49], [-4.84, -3.43, -1.25], [2.19, 1.80, -3.72], [2.65, -2.91, -1.32], [0.80, 0.20, 4.37], [1.15, 1.98, 2.64], [-8.97, -10.60, 2.74], [4.55, -4.51, -1.66], [-0.51, 1.41, 2.62], [-8.17, -7.30, -0.30], [-8.74, -3.12, -1.21], [3.94, 4.78, 3.95], [4.45, 8.93, -1.07], [-9.67, -11.95, 0.76], [7.88, 7.64, -0.09], [-6.56, -10.38, 2.24], [5.65, 5.16, 4.09], [4.88, -2.98, 0.97], [5.06, 5.92, -4.39], [0.34, 1.82, -1.28], [5.35, 3.15, 2.70], [-8.46, -6.17, 1.02], [-2.21, -1.38, -0.84], [2.02, 5.06, -6.48], [-10.67, -10.50, 0.93], [2.12, -4.57, -1.08], [-3.89, -2.09, -1.91], [6.20, -3.60, -0.02], [-0.50, 1.14, 5.08], [-1.74, -2.83, 0.01], [1.10, 2.97, 5.66], [3.72, 4.65, -6.23], [-9.58, -5.44, -1.06], [1.98, 2.46, -1.30], [5.50, 7.52, -1.16], [2.06, 6.53, -4.47], [5.91, 8.83, 0.91], [-7.25, -3.54, -0.42], [-8.68, -9.21, 1.71], [3.24, 7.05, -5.66], [8.36, 9.12, 0.74], [4.23, 7.12, -3.40], [2.50, 4.14, -5.06], [3.73, 4.91, 0.78], [-8.77, -3.63, 0.48], [-8.05, -5.40, -1.91], [-7.18, -11.87, 1.52], [-4.36, -1.50, 0.86], [-0.12, 2.96, 3.38], [-3.93, -3.22, 0.76], [1.95, 0.22, -0.27], [2.88, 0.18, -1.77], [4.20, 3.24, 0.51], [-5.67, -0.90, -1.93], [3.07, 3.63, 1.81], [2.41, -3.54, 0.32], [-6.87, -10.45, 0.51], [0.85, 2.92, -3.45], [6.29, 10.26, -0.04], [8.28, 9.09, -1.02], [4.29, -5.18, -0.05], [0.53, 1.20, -3.69], [6.03, 4.45, 1.74], [1.58, 1.44, 6.40]]
}

---

No. 3
{
  "formula": "C7H10N3O3",
  "method": "ωB97M-V/def2-TZVPD",
  "gap_ha": [0.2618, 0.1645],
  "e_tot_ev": -18018.6184,
  "e_homo_ev": [-12.36, -10.36],
  "fmax_ev_per_a": 5.071,
  "total_charge": 1,
  "de_lowest_kj_mol": 690.2,
  "lumo_ev": [-5.2386, -5.8802],
  "elements": ["O", "O", "O", "N", "N", "N", "C", "C", "C", "C", "C", "C", "C", "H", "H", "H", "H", "H", "H", "H", "H", "H", "H"],
  "positions_angstrom": [[4.38, 0.29, 0.46], [-2.87, -0.70, 0.54], [4.12, -1.53, -0.76], [1.69, -1.75, -0.42], [1.46, 0.56, 0.39], [3.70, -0.53, -0.17], [0.46, -1.97, -0.17], [0.17, 0.28, 0.49], [-3.56, 0.23, -0.05], [2.34, -0.39, -0.10], [-0.42, -0.98, 0.21], [2.04, 1.89, 0.82], [-1.85, -1.41, -0.09], [-1.99, -2.41, 0.60], [2.37, -2.42, -0.85], [-4.26, 0.54, 0.76], [1.94, 1.90, 1.96], [0.05, -2.97, -0.34], [3.09, 2.05, 0.60], [-0.35, 1.21, 0.81], [1.31, 2.61, 0.52], [-1.99, -1.64, -1.16], [-3.64, 0.48, -1.10]]
}

---

What is the formula in the first record?
C4H6N2